This record from the Open Molecules 2025 dataset describes a cluster of 13 separate species, C20H66O17 in total. The level of theory is the ωB97M-V functional and the def2-TZVPD basis.

```
103
Properties=species:S:1:pos:R:3:forces:R:3:lowdin_charge:R:1
O -3.27881 0.18041 -0.14263 0.6079 0.0440 -0.4527 -0.072
H -3.51094 -0.51543 -0.78227 -0.0959 -0.0161 0.2967 0.016
H -2.32120 0.35317 -0.31329 -0.4953 0.0517 0.1016 0.025
O 2.56724 -0.37554 -5.07459 0.1911 -0.0384 0.0473 -0.063
H 3.23910 -0.96814 -4.69878 -0.1990 0.0246 -0.0585 0.001
H 1.80304 -0.49163 -4.50506 -0.0599 -0.0653 0.0599 0.012
O 2.59246 4.47523 0.01366 0.0665 -0.1805 0.0051 -0.083
H 1.63601 4.29255 -0.02567 0.1122 0.2356 0.2924 -0.001
H 2.90540 3.91653 0.74976 -0.3875 0.4335 -0.3084 0.010
O 3.10967 3.18682 -2.47063 -0.1892 0.2364 -0.2194 -0.083
H 2.86676 3.97090 -1.94222 0.1903 -0.4976 0.1572 0.009
H 3.97564 2.94295 -2.13180 -0.0516 0.0412 0.0078 0.025
O -0.23473 4.05766 0.14026 -0.2716 -0.0413 -0.3245 -0.070
H -1.10372 4.16358 0.58228 0.5509 -0.2337 -0.0164 0.024
H -0.31834 3.20491 -0.31316 -0.0048 0.0176 0.3062 0.019
C 4.77400 -1.83156 -2.32602 0.3222 -0.8903 -0.1247 -0.214
C 6.08797 -2.48866 -1.92703 0.2806 0.3290 -0.3448 -0.250
O 6.03127 -3.81802 -1.42539 -0.2330 0.4093 0.0780 -0.052
O 4.25687 -2.33593 -3.57205 0.1757 0.0985 0.3777 -0.083
H 5.00345 -0.78036 -2.48965 -0.3418 0.0975 0.0662 0.123
H 4.05618 -2.00185 -1.51615 -0.0853 0.2963 -0.0858 0.116
H 6.49459 -1.84034 -1.14670 0.1245 -0.3930 0.1848 0.122
H 6.78153 -2.43542 -2.77942 -0.0860 0.0186 0.0631 0.124
H 5.69333 -4.41665 -2.09732 0.0685 0.0375 -0.0511 0.078
H 4.30343 -3.29670 -3.53023 -0.2200 0.0449 -0.1356 0.084
C -2.72867 2.89144 2.78736 0.4236 0.1974 -0.3316 -0.186
C -2.62528 1.37540 2.78986 -1.4156 0.0563 0.8433 -0.238
O -3.91226 0.79590 2.52930 0.5793 0.1266 -0.9808 -0.091
O -2.51558 3.46165 1.47166 -0.4565 -0.1545 0.5211 -0.094
H -1.99084 3.30053 3.48484 0.1278 0.1742 -0.4117 0.106
H -3.71371 3.21581 3.13464 0.0416 -0.2901 0.1292 0.124
H -2.40515 1.07187 3.81929 0.3690 -0.0250 -0.1558 0.108
H -1.88294 1.00000 2.08385 0.1852 0.1417 0.0843 0.106
H -3.90831 0.64868 1.55881 -0.2279 -0.2980 0.4121 0.039
H -3.31767 3.27687 0.96751 0.1448 0.0002 -0.0416 0.100
C 0.87402 -4.83501 0.41706 -0.6505 -0.0686 -0.0389 -0.254
C 1.89711 -3.92000 1.01610 0.6158 0.6676 0.6475 -0.238
O 3.22738 -4.26297 0.58581 -0.6883 -0.0130 0.1542 -0.071
O 0.95772 -6.10812 1.05339 0.4791 -0.0777 -0.0775 -0.065
H 1.08580 -4.88410 -0.65933 -0.0561 -0.2061 0.0543 0.121
H -0.15785 -4.48619 0.54886 0.2073 0.4570 -0.0196 0.119
H 1.85156 -3.86279 2.11628 -0.1097 -0.5598 -0.1574 0.124
H 1.71772 -2.87532 0.74249 0.0277 -0.2265 -0.5087 0.092
H 3.34452 -5.19313 0.82045 0.1062 0.1351 -0.0071 0.083
H 0.35899 -6.71516 0.61296 -0.0017 -0.0414 -0.0398 0.083
C 0.96087 3.12851 3.80514 0.0327 1.0623 -0.2167 -0.246
C 2.45673 2.90359 3.74186 0.4278 0.1849 0.0214 -0.210
O 2.83485 2.94814 2.35374 0.2214 -0.4714 0.4693 -0.093
O 0.45835 3.20758 5.13645 0.0756 -0.8733 -0.1676 -0.059
H 0.47957 2.36057 3.19258 -0.2809 -0.0695 0.4581 0.107
H 0.75084 4.09448 3.32775 0.1010 -0.2627 -0.3370 0.131
H 2.76441 1.94239 4.16516 -0.2916 -0.0084 0.0734 0.124
H 3.00241 3.68542 4.28434 -0.1885 -0.0093 0.0428 0.123
H 3.64501 2.43008 2.29994 -0.0471 0.0539 -0.2260 0.098
H 0.36142 4.12719 5.38154 0.0452 0.1347 -0.0381 0.083
C -5.86804 -1.42748 -3.12045 -0.0045 -0.4975 -0.1665 -0.054
C -4.45696 -2.01502 -3.13836 -0.2745 0.6310 0.6927 -0.462
C -3.48590 -1.06052 -3.78626 -0.1886 0.5697 -0.7586 -0.056
O -3.99440 -2.18864 -1.77319 -0.0258 -0.2246 -0.5294 -0.075
H -6.34487 -1.64195 -4.07976 -0.0872 0.2450 0.0263 0.082
H -5.87386 -0.35715 -2.92439 0.0564 0.0348 0.0095 0.082
H -6.45966 -1.92261 -2.34708 -0.0608 0.0243 -0.0454 0.078
H -4.50991 -2.97279 -3.66769 0.3421 -0.0553 0.1938 0.136
H -2.45255 -1.39837 -3.79716 -0.0094 -0.1137 0.1119 0.078
H -3.54957 -0.06780 -3.33046 0.1597 -0.2100 0.4281 0.068
H -3.79257 -0.84140 -4.81695 0.0762 -0.3999 0.0034 0.090
H -4.58732 -2.81157 -1.33650 0.0778 0.1046 0.0423 0.096
C -1.39907 -2.41420 6.31036 0.5273 -0.0031 -0.0176 -0.054
C -0.74141 -2.66227 4.95743 0.0683 -0.5607 -0.3634 -0.469
C -0.16074 -1.43998 4.29306 0.8323 0.6904 -0.8014 -0.058
O 0.36398 -3.61145 5.07370 -0.4804 0.5508 0.0756 -0.071
H -0.61056 -2.23612 7.04761 -0.0262 -0.0749 -0.0248 0.084
H -1.97122 -3.29049 6.62033 -0.0768 0.1201 0.0692 0.074
H -2.02553 -1.52211 6.31671 -0.1955 -0.1551 -0.1927 0.077
H -1.44424 -3.11749 4.23824 -0.1358 0.2289 0.3770 0.135
H 0.77224 -1.10307 4.75637 -0.0897 -0.2307 0.2268 0.090
H -0.76980 -0.53934 4.18475 -0.5212 -0.3520 0.5354 0.062
H 0.09310 -1.65882 3.25124 0.1440 -0.3220 0.1384 0.055
H 0.01178 -4.44291 5.41078 -0.0073 0.0915 -0.0343 0.082
C 0.86660 0.00065 0.79795 0.2943 0.1581 0.8735 -0.042
C 0.54469 0.10337 -0.67538 -0.1598 0.2331 0.3597 -0.454
C 0.24432 -1.19806 -1.37106 -0.1075 -0.9872 -1.1336 -0.045
O -0.61207 0.94345 -0.73005 -0.2603 0.8316 -0.6608 -0.110
H 1.83297 -0.45731 1.02842 -0.1358 -0.2739 -0.2376 0.083
H 0.08161 -0.49473 1.37661 -0.0003 -0.3653 -0.3584 0.065
H 0.91377 0.98424 1.27195 0.0971 0.2393 -0.4214 0.064
H 1.36795 0.59759 -1.20446 -0.0247 0.0523 0.0803 0.141
H -0.14761 -1.00953 -2.37754 0.0062 0.3412 0.0668 0.067
H -0.51834 -1.84482 -0.92629 0.0710 0.3102 0.4962 0.084
H 1.11616 -1.83137 -1.57598 0.1680 0.1900 0.4284 0.074
H -0.58874 1.44039 -1.59197 0.1316 -0.8249 0.6039 0.056
C -2.21779 3.00296 -2.90593 -1.0309 -0.4917 0.5094 -0.051
C -1.10800 2.65023 -3.85099 0.4797 1.6697 -1.0893 -0.471
C -0.40627 3.91625 -4.34165 -0.4596 0.8889 -0.6222 -0.049
O -0.13975 1.83418 -3.21801 -0.1604 -0.6061 0.0533 -0.058
H -1.92933 3.62193 -2.05409 0.3503 -0.1228 -0.0314 0.081
H -2.71591 2.09636 -2.54129 0.2144 0.0229 0.2279 0.068
H -3.02581 3.54603 -3.40175 0.2665 0.0647 -0.2950 0.091
H -1.53400 2.18789 -4.74839 0.0227 -0.5097 0.2125 0.138
H 0.22371 4.35023 -3.56492 0.0902 -0.1060 -0.0107 0.087
H -1.12795 4.69107 -4.63706 -0.1484 -0.1848 0.3776 0.084
H 0.14484 3.81082 -5.28209 0.3675 -0.5163 0.3600 0.084
H 0.71080 1.92996 -3.66396 0.0615 0.0986 0.1370 0.104
```
Positions in Å, forces in eV/Å.

Summary:
energy above the lowest of the compared OMol25 structures with the same formula, charge and spin: 0.0 kcal per mole
LUMO level: 0.31 eV
total energy: -56616.4828 eV
highest occupied orbital energy: -9.62 eV
frontier orbital gap: 9.9266 eV


This record from the Open Molecules 2025 dataset describes a structure of composition C51H44N8NaO7S3. The level of theory is the ωB97M-V functional and the def2-TZVPD basis.

```
114
Properties=species:S:1:pos:R:3:forces:R:3:lowdin_charge:R:1
Na -0.99103 1.05488 -0.06314 -0.0666 0.0835 -0.0125 0.330
O -0.86764 4.63318 2.34030 -0.0280 -0.0146 -0.0819 0.112
C -1.57694 4.41920 1.21473 0.0754 -0.0247 0.0224 -0.449
O -2.74666 4.15415 1.20919 0.0291 -0.0038 0.0154 0.134
C -0.72654 4.51540 -0.02525 -0.1469 -0.2861 0.0052 -0.178
C 0.04553 5.61403 -0.33827 0.0973 0.2179 -0.0624 -0.007
C 0.71907 5.59882 -1.55594 0.0033 -0.0618 -0.0417 -0.051
C 0.61939 4.48978 -2.37920 0.0182 0.0139 0.0489 0.003
C -0.12913 3.39993 -1.94338 -0.2073 -0.0086 0.0849 -0.145
N -0.80202 3.43054 -0.79333 0.1686 0.0350 0.0471 0.188
C -0.23540 2.09328 -2.75094 0.0956 -0.0215 -0.1403 -0.626
O -0.09703 2.19256 -3.98100 -0.0019 -0.1043 0.2803 -0.001
O -0.44130 1.06731 -2.05144 0.3944 0.1026 -1.1184 -0.091
H -1.43437 4.37278 3.08508 -0.0334 -0.0153 0.0149 0.130
H 0.11152 6.45897 0.33602 -0.0216 -0.0494 -0.0274 0.116
H 1.31593 6.45128 -1.85667 0.0045 -0.0027 0.0153 0.103
H 1.11384 4.42769 -3.33951 -0.0331 0.0128 0.0106 0.115
N -4.63550 1.22168 1.45953 -0.0703 -0.0260 0.1285 0.005
C -4.01966 0.97925 2.76009 -0.0004 -0.0115 -0.1749 -0.203
C -2.48069 0.98014 2.82476 0.2180 0.0547 -0.0998 -0.649
O -1.98990 1.06958 3.96308 0.0722 0.0118 -0.0666 -0.018
O -1.84191 0.87455 1.73016 -0.6975 0.0209 1.2421 -0.119
H -4.19433 0.59860 0.79659 0.0888 -0.0652 -0.1106 0.034
H -4.34341 2.14070 1.14810 0.0325 0.0847 -0.0047 0.030
H -4.34400 0.00184 3.12817 -0.0202 -0.0044 0.0714 0.103
H -4.37876 1.72287 3.47062 -0.0047 -0.0185 0.0793 0.102
N 1.71960 0.11297 2.15726 -0.2732 -0.4091 -0.2076 -0.397
S 1.38999 -0.57875 3.61156 0.0532 0.1922 -0.4583 1.112
N 2.69150 -0.58130 1.39927 -0.4689 -0.6720 -0.4362 -0.365
S 2.35409 -2.03483 0.73004 0.7824 -0.5587 -0.0775 0.933
N 1.30839 -2.93574 -0.15884 0.3096 0.3732 0.4841 -0.398
S 1.51290 -2.45836 -2.69824 -0.4002 -0.1121 0.6074 1.089
N 0.61994 -2.46419 -1.27063 0.3367 0.7405 -0.1333 -0.357
C 0.14295 -2.57515 -3.81377 0.0487 -0.0869 -0.1090 -0.403
C -0.29005 -3.86048 -4.11201 -0.0769 -0.0598 -0.0237 -0.095
C -1.36121 -4.03593 -4.97232 0.0038 0.0041 -0.0201 -0.092
C -1.99280 -2.92787 -5.52826 -0.0283 -0.0066 0.0662 -0.092
C -1.56829 -1.64887 -5.19877 0.0458 -0.0303 -0.0018 -0.069
C -0.49178 -1.46320 -4.33742 -0.1699 0.1275 -0.0408 -0.051
C 2.18159 -0.85902 -3.18751 0.2286 0.0312 -0.0585 -0.395
C 2.38457 0.11865 -2.23412 -0.0871 0.0667 0.1245 -0.087
C 3.07530 1.27500 -2.58015 0.0382 -0.0324 -0.0531 -0.065
C 3.54725 1.44710 -3.87224 -0.0585 -0.0330 0.0137 -0.080
C 3.31197 0.47017 -4.83659 -0.0108 -0.0120 0.0713 -0.079
C 2.63852 -0.69073 -4.49342 0.0821 0.0033 0.0615 -0.089
C 3.95440 -2.22551 -0.11492 -0.0659 0.3297 -0.2205 -0.308
C 4.12287 -3.40799 -0.81962 0.0673 -0.1126 0.0411 -0.103
C 5.23471 -3.57600 -1.63421 0.0054 -0.0347 0.0216 -0.083
C 6.16910 -2.55853 -1.75665 -0.0267 0.0368 0.0260 -0.090
C 6.00552 -1.38180 -1.03526 -0.0180 -0.0301 0.0050 -0.079
C 4.90120 -1.20939 -0.21267 -0.0884 -0.0406 0.0986 -0.075
C 2.53228 -3.26382 2.05724 -0.3979 0.0044 0.1602 -0.314
C 1.61831 -4.29529 2.26317 0.0951 0.0827 -0.1031 -0.070
C 1.70876 -5.06419 3.41448 0.0451 -0.0014 0.0114 -0.076
C 2.70752 -4.81455 4.34991 -0.0732 -0.0219 -0.0392 -0.090
C 3.62626 -3.80021 4.12662 0.0495 0.0095 -0.0462 -0.086
C 3.52973 -3.01324 2.98721 0.1322 -0.0535 -0.0649 -0.104
C -0.16241 -1.50964 3.48189 0.0765 -0.0126 -0.0519 -0.356
C -0.73973 -2.09092 4.60286 -0.0706 0.0371 0.0199 -0.084
C -1.85310 -2.90075 4.45194 0.0040 -0.0027 -0.0685 -0.084
C -2.35405 -3.16688 3.18005 0.0550 0.0082 0.0098 -0.084
C -1.73871 -2.62086 2.06409 -0.0111 -0.0171 0.0411 -0.060
C -0.64120 -1.78212 2.21313 -0.1066 0.1221 0.0690 -0.108
C 0.96572 0.86393 4.56619 0.1962 -0.0317 0.2154 -0.384
C 0.96079 2.11782 3.98205 -0.1435 0.0268 -0.0432 -0.072
C 0.78790 3.22941 4.79160 0.0141 0.0320 0.0646 -0.081
C 0.61621 3.08851 6.16349 0.0047 -0.0609 -0.0212 -0.088
C 0.63644 1.82520 6.73756 -0.0089 0.0195 -0.0513 -0.085
C 0.83802 0.70915 5.93807 -0.0965 0.0195 0.0114 -0.096
H 0.19896 -4.71297 -3.65476 0.0179 0.0270 -0.0490 0.105
H -1.70025 -5.03550 -5.21303 -0.0060 0.0017 0.0004 0.098
H -2.82645 -3.06757 -6.20676 0.0219 0.0100 0.0119 0.097
H -2.06483 -0.77661 -5.60576 0.0034 -0.0153 -0.0032 0.107
H -0.18570 -0.45944 -4.07506 0.0493 0.1142 0.0752 0.095
H 1.99113 0.00413 -1.22932 0.0523 -0.0636 -0.0737 0.090
H 3.23522 2.03977 -1.82897 -0.0103 -0.0111 -0.0265 0.113
H 4.09181 2.34640 -4.13678 -0.0559 -0.0179 0.0044 0.099
H 3.65469 0.61443 -5.85481 -0.0105 -0.0124 0.0488 0.099
H 2.46150 -1.46214 -5.23581 0.0195 0.0282 0.0288 0.111
H 3.37360 -4.18506 -0.73470 -0.0098 0.0355 -0.0315 0.104
H 5.35985 -4.50048 -2.18603 -0.0177 0.0367 0.0155 0.101
H 7.01849 -2.67862 -2.41880 -0.0020 0.0006 0.0451 0.098
H 6.73554 -0.58577 -1.12063 -0.0317 -0.0106 -0.0100 0.101
H 4.74723 -0.29837 0.34697 -0.0240 0.0137 -0.0334 0.098
H 0.85005 -4.46316 1.52230 -0.0163 0.0255 0.0481 0.098
H 0.99052 -5.85877 3.58363 0.0217 0.0648 -0.0043 0.103
H 2.76266 -5.40544 5.25715 0.0127 -0.0047 -0.0499 0.098
H 4.41298 -3.60958 4.84638 -0.0286 0.0261 -0.0065 0.101
H 4.21587 -2.19180 2.81830 -0.0307 0.0132 0.0327 0.110
H -0.34882 -1.89593 5.59322 0.0055 -0.0013 -0.0227 0.094
H -2.33341 -3.32598 5.32457 0.0190 0.0031 0.0014 0.097
H -3.22426 -3.80293 3.06399 0.0330 0.0125 0.0032 0.097
H -2.10625 -2.83905 1.06848 0.0075 0.0309 0.0205 0.112
H -0.17796 -1.33991 1.34126 -0.0277 0.0405 0.1217 0.075
H 1.08053 2.20145 2.91166 0.0221 -0.0037 0.0206 0.099
H 0.79736 4.21669 4.34537 -0.0277 -0.0320 -0.0090 0.095
H 0.47843 3.96370 6.78772 0.0007 -0.0159 -0.0221 0.097
H 0.51408 1.70796 7.80700 0.0075 -0.0048 -0.0075 0.098
H 0.89849 -0.27568 6.38530 0.0109 0.0375 -0.0007 0.095
N -6.69733 3.94969 -3.59964 0.0636 0.0145 -0.0764 0.156
C -5.56521 3.98821 -2.83166 -0.0203 0.0225 0.0256 -0.496
O -5.17829 5.02271 -2.32516 -0.0202 -0.0418 -0.0379 0.064
C -4.84199 2.69015 -2.66841 0.0113 0.0753 -0.0443 -0.117
C -4.98521 1.61872 -3.53831 -0.0036 -0.0144 -0.0645 -0.026
C -4.26457 0.46159 -3.30730 -0.0404 -0.0163 -0.0455 -0.047
C -3.42423 0.41885 -2.20699 0.0803 0.1359 0.1085 -0.106
N -3.27139 1.44268 -1.36412 -0.1159 -0.1228 -0.1887 0.097
C -3.96062 2.55597 -1.60028 0.0734 -0.1574 0.0897 -0.050
H -7.22661 4.79889 -3.67652 -0.0219 0.0434 0.0349 0.102
H -7.12771 3.08804 -3.87463 -0.0080 -0.0366 0.0639 0.083
H -5.62051 1.68935 -4.41336 -0.0126 -0.0017 0.0015 0.106
H -4.33897 -0.38639 -3.97479 0.0212 -0.0143 0.0220 0.098
H -2.83000 -0.46726 -2.00206 -0.0042 0.0589 -0.0243 0.119
H -3.81844 3.38020 -0.90928 0.0320 -0.0272 -0.0118 0.110
```
Positions in Å, forces in eV/Å.

Summary:
energy above the lowest of the compared OMol25 structures with the same formula, charge and spin: 21.5 kcal per mole
LUMO level: 2.10 eV
net charge: -1
total energy: -116774.0410 eV
highest occupied orbital energy: -4.17 eV
frontier orbital gap: 6.2646 eV